# 1
16
Properties=species:S:1:pos:R:3 method="wB97M-V/def2-TZVPD" de_lowest_kj_mol=544.4 orbital_gap_ha="0.26304 / 0.26002" e_lumo_ha="0.0214 / 0.0236" e_homo_ev="-6.6 / -6.4"
C 1.165 1.053 0.908
C 0.134 0.116 0.355
C 0.831 -0.611 -1.466
C -0.977 -0.377 1.272
O -1.966 -0.830 0.331
C -1.671 -0.193 -0.851
N -0.528 0.405 -0.866
H 1.821 1.432 0.118
H 1.794 0.564 1.666
H 0.702 1.927 1.395
H 0.614 -1.657 -1.258
H 0.640 -0.387 -2.531
H 1.837 -0.289 -1.206
H -0.718 -1.204 1.941
H -1.414 0.440 1.900
H -2.283 -0.400 -1.715

---

# 2
16
Properties=species:S:1:pos:R:3 method="wB97M-V/def2-TZVPD" smiles=C[C@@H](O)[C@@H](C)C#N de_lowest_kj_mol=92.4 orbital_gap_ha=0.42273 e_lumo_ha=0.0258 e_homo_ev=-10.8
C 1.149 0.424 -1.161
C 0.942 -0.387 0.114
O 1.582 0.184 1.237
C -0.549 -0.648 0.457
C -1.344 0.633 0.753
C -1.191 -1.408 -0.625
N -1.687 -1.990 -1.494
H 0.579 -0.002 -1.993
H 2.206 0.427 -1.441
H 0.833 1.464 -1.027
H 1.427 -1.358 -0.025
H 1.248 1.083 1.348
H -0.554 -1.282 1.353
H -2.392 0.400 0.960
H -1.313 1.327 -0.094
H -0.936 1.134 1.637

---

# 3
16
Properties=species:S:1:pos:R:3 method="wB97M-V/def2-TZVPD" smiles="C[C@H]1N[C@H]1CC=O" de_lowest_kj_mol=205.6 orbital_gap_ha=0.39840 e_lumo_ha=0.0367 e_homo_ev=-9.8
C -1.238 0.027 1.356
C -1.190 0.044 -0.156
N -0.937 1.364 -0.745
C 0.064 0.316 -0.901
C 1.404 0.336 -0.186
C 1.749 -1.138 -0.142
O 2.244 -1.721 -1.079
H -0.749 0.924 1.745
H -2.275 0.040 1.707
H -0.748 -0.857 1.782
H -1.895 -0.622 -0.654
H -1.444 1.469 -1.621
H 0.150 -0.132 -1.891
H 1.321 0.756 0.821
H 2.164 0.888 -0.750
H 1.396 -1.690 0.764

---

# 4
16
Properties=species:S:1:pos:R:3 method="wB97M-V/def2-TZVPD" smiles=CC[C@@H](O)CC#N de_lowest_kj_mol=302.1 orbital_gap_ha=0.39820 e_lumo_ha=0.0214 e_homo_ev=-10.3
C 1.859 -0.996 0.219
C 0.905 0.484 0.450
C -0.272 0.253 -0.492
O -0.157 -1.099 -0.935
C -1.668 0.204 0.143
C -2.327 1.487 0.365
N -2.876 2.494 0.515
H 2.791 -0.594 -0.145
H 1.895 -1.439 1.204
H 1.725 -1.919 -0.423
H 1.476 1.409 0.209
H 0.550 0.704 1.491
H -0.254 0.939 -1.347
H 0.237 -1.178 -1.803
H -1.603 -0.352 1.086
H -2.281 -0.396 -0.537

---

# 5
16
Properties=species:S:1:pos:R:3 method="wB97M-V/def2-TZVPD" de_lowest_kj_mol=363.7 orbital_gap_ha=0.33357 e_lumo_ha=0.0260 e_homo_ev=-8.4
C -1.494 -1.250 -0.008
C -0.409 -0.274 -0.443
C -0.669 1.248 -0.221
C 0.694 1.413 0.520
C 0.857 -0.071 0.338
N 1.907 -0.806 0.156
O 3.091 -0.634 0.539
H -2.339 -1.155 -0.700
H -1.860 -1.065 1.007
H -1.139 -2.286 -0.060
H -0.114 -0.552 -1.470
H -0.790 1.832 -1.135
H -1.527 1.431 0.436
H 0.647 1.832 1.529
H 1.460 1.961 -0.042
H 1.684 -1.624 -0.448

---

# 6
16
Properties=species:S:1:pos:R:3 method="wB97M-V/def2-TZVPD" de_lowest_kj_mol=280.1 orbital_gap_ha=0.38707 e_lumo_ha=0.0398 e_homo_ev=-9.4
C 0.951 1.726 -0.178
C -0.094 0.714 -0.630
C 0.485 -0.578 -1.288
C -0.020 -1.429 -0.092
C -0.651 -0.183 0.458
N -1.387 0.052 1.461
O -1.618 -1.143 2.153
H 1.379 2.246 -1.043
H 1.772 1.230 0.353
H 0.515 2.471 0.493
H -0.870 1.212 -1.223
H 0.019 -0.847 -2.237
H 1.569 -0.561 -1.429
H 0.750 -1.822 0.573
H -0.722 -2.234 -0.323
H -2.078 -0.854 2.951

---

# 7
16
Properties=species:S:1:pos:R:3 method="wB97M-V/def2-TZVPD" de_lowest_kj_mol=160.5 orbital_gap_ha=0.40030 e_lumo_ha=0.0321 e_homo_ev=-10.0
C -1.149 -0.336 1.236
C -0.165 0.004 0.121
C -0.151 -1.127 -0.919
C -0.282 1.413 -0.477
O 1.160 1.495 -0.599
C 1.313 0.378 0.194
N 2.368 -0.188 0.568
H -1.348 0.488 1.930
H -2.103 -0.577 0.747
H -0.859 -1.216 1.816
H 0.072 -2.062 -0.393
H -1.114 -1.211 -1.428
H 0.641 -0.994 -1.664
H -0.604 2.175 0.243
H -0.817 1.530 -1.421
H 3.174 0.326 0.206

---

# 8
16
Properties=species:S:1:pos:R:3 method="wB97M-V/def2-TZVPD" smiles="C=NC[C@H](C)C=O" de_lowest_kj_mol=180.7 orbital_gap_ha=0.37868 e_lumo_ha=0.0348 e_homo_ev=-9.4
C 2.125 -0.174 0.108
C 0.717 0.426 0.109
C -0.327 -0.498 -0.515
N -1.621 0.037 -0.118
C -2.623 -0.122 -0.864
C 0.232 0.752 1.518
O 0.427 1.806 2.072
H 2.169 -1.100 0.694
H 2.853 0.530 0.524
H 2.434 -0.414 -0.916
H 0.730 1.377 -0.435
H -0.213 -0.569 -1.607
H -0.211 -1.514 -0.108
H -0.336 -0.061 2.019
H -3.568 0.333 -0.564
H -2.597 -0.695 -1.799

---

# 9
16
Properties=species:S:1:pos:R:3 method="wB97M-V/def2-TZVPD" de_lowest_kj_mol=472.7 orbital_gap_ha="0.28329 / 0.28319" e_lumo_ha="0.0058 / 0.0057" e_homo_ev="-7.6 / -7.6"
C 2.101 -0.288 0.268
C 0.770 0.358 -0.116
C -0.198 -0.321 -1.073
N -1.330 0.562 -0.859
C -2.128 -0.059 0.066
C -0.153 0.800 1.003
O -0.277 1.561 1.878
H 2.001 -1.236 0.803
H 2.741 0.389 0.844
H 2.616 -0.491 -0.680
H 0.980 1.326 -0.585
H 0.193 -0.339 -2.094
H -0.366 -1.367 -0.756
H -1.392 -0.291 1.073
H -2.947 0.565 0.440
H -2.475 -1.089 -0.142

---

# 10
16
Properties=species:S:1:pos:R:3 method="wB97M-V/def2-TZVPD" de_lowest_kj_mol=441.4 orbital_gap_ha=0.34750 e_lumo_ha=0.0402 e_homo_ev=-8.4
C 0.859 1.677 -0.237
C 0.679 0.187 -0.638
C 1.461 -0.793 0.143
C -0.007 -1.033 0.239
C -0.997 -0.171 0.844
N -2.227 -0.058 0.523
O -2.660 -1.124 -0.271
H 1.807 1.984 -0.710
H 1.001 1.872 0.835
H 0.095 2.378 -0.596
H 0.548 0.094 -1.706
H 1.929 -1.529 -0.502
H 2.067 -0.471 0.983
H -0.645 0.552 1.545
H -0.364 -2.044 0.003
H -3.611 -0.961 -0.284

---

# 11
16
Properties=species:S:1:pos:R:3 method="wB97M-V/def2-TZVPD" de_lowest_kj_mol=705.5 orbital_gap_ha=0.08400 e_lumo_ha=-0.1421 e_homo_ev=-6.2
O 4.130 1.449 0.545
C 3.606 0.698 -0.289
C 3.026 1.028 -1.543
C -1.760 -1.858 0.785
C -1.963 -0.520 0.508
C -3.235 -0.012 0.263
N -0.902 0.351 0.423
H 3.532 -0.373 -0.009
H 2.943 2.064 -1.837
H 2.721 0.185 -2.145
H -2.659 -2.460 0.847
H -0.862 -2.312 1.173
H -3.416 1.049 0.192
H -4.121 -0.605 0.435
H -1.065 1.332 0.266
H 0.025 -0.017 0.388

---

# 12
16
Properties=species:S:1:pos:R:3 method="wB97M-V/def2-TZVPD" smiles="[H]/N=C(/C)CCC=O" de_lowest_kj_mol=133.0 orbital_gap_ha=0.39010 e_lumo_ha=0.0290 e_homo_ev=-9.8
C 1.762 -0.226 -0.766
C 0.690 0.742 -0.340
N 1.041 1.786 0.300
O -0.087 -1.263 2.207
C -0.864 -0.544 1.628
C -1.289 -0.762 0.199
C -0.742 0.375 -0.694
H 2.576 -0.235 -0.042
H 1.384 -1.243 -0.890
H 2.172 0.097 -1.726
H 0.231 2.373 0.519
H -1.277 0.366 2.119
H -0.915 -1.742 -0.112
H -2.384 -0.782 0.143
H -0.793 0.044 -1.737
H -1.380 1.262 -0.606

---

# 13
16
Properties=species:S:1:pos:R:3 method="wB97M-V/def2-TZVPD" de_lowest_kj_mol=374.1 orbital_gap_ha=0.35431 e_lumo_ha=0.0136 e_homo_ev=-9.3
C -1.210 1.178 -1.574
C 1.053 1.068 0.783
O 0.098 1.405 1.599
C 1.132 -0.464 0.602
C -0.055 -1.347 1.020
C 1.530 -0.755 -0.781
N 1.809 -1.015 -1.873
H -1.006 0.264 -2.139
H -1.783 1.871 -2.194
H -1.793 0.945 -0.676
H -0.264 1.648 -1.289
H -0.467 0.665 1.914
H 2.007 -0.706 1.228
H 0.192 -2.401 0.872
H -0.946 -1.124 0.422
H -0.296 -1.233 2.085

---

# 14
16
Properties=species:S:1:pos:R:3 method="wB97M-V/def2-TZVPD" smiles=C[C@@]12CNC[C@@H]1O2 de_lowest_kj_mol=177.9 orbital_gap_ha=0.37942 e_lumo_ha=0.0365 e_homo_ev=-9.3
C 1.725 -1.127 -0.033
C 0.602 -0.141 0.011
O 0.759 0.999 0.845
C -0.198 0.240 -1.231
N -1.275 1.105 -0.724
C -1.656 0.501 0.562
C -0.312 0.057 1.131
H 1.374 -2.068 -0.467
H 2.114 -1.324 0.971
H 2.543 -0.744 -0.650
H -0.732 1.924 -0.442
H -0.587 -0.667 -1.710
H 0.387 0.800 -1.967
H -2.333 -0.362 0.420
H -2.191 1.225 1.185
H -0.228 -0.437 2.095

---

# 15
16
Properties=species:S:1:pos:R:3 method="wB97M-V/def2-TZVPD" smiles=C[C@@]1(O)CN2C[C@H]21 de_lowest_kj_mol=281.2 orbital_gap_ha=0.37250 e_lumo_ha=0.0326 e_homo_ev=-9.2
C 1.420 -1.013 0.053
C 0.597 0.280 0.018
O 1.426 1.420 0.183
C -0.331 0.600 -1.172
N -1.485 0.912 -0.273
C -1.807 -0.353 0.384
C -0.660 0.424 0.876
H 1.080 -1.704 0.831
H 2.468 -0.764 0.247
H 1.391 -1.547 -0.903
H 1.782 1.399 1.080
H -0.540 -0.217 -1.873
H 0.009 1.485 -1.711
H -1.667 -1.288 -0.160
H -2.720 -0.300 0.972
H -0.673 0.926 1.843

---

# 16
16
Properties=species:S:1:pos:R:3 method="wB97M-V/def2-TZVPD" de_lowest_kj_mol=464.4 orbital_gap_ha=0.34358 e_lumo_ha=0.0395 e_homo_ev=-8.3
C -0.733 -1.205 0.764
C -0.133 0.345 -1.115
C -1.030 1.501 -0.804
C 0.253 1.507 -0.086
C 0.293 -0.675 -0.154
N 1.546 -0.945 -0.109
O 1.840 -1.522 1.141
H -1.620 -0.568 0.808
H -0.305 -1.383 1.742
H -1.006 -2.148 0.282
H 0.049 0.111 -2.172
H -1.011 2.213 -1.620
H -1.977 1.422 -0.284
H 0.175 1.265 0.990
H 1.119 2.120 -0.267
H 2.681 -1.964 1.004

---

# 17
16
Properties=species:S:1:pos:R:3 method="wB97M-V/def2-TZVPD" smiles="CC(C)=O.CC#N" de_lowest_kj_mol=150.9 orbital_gap_ha=0.38978 e_lumo_ha=0.0323 e_homo_ev=-9.7
C 1.692 1.425 0.402
O 0.715 -0.280 -1.211
C -0.231 -0.724 -0.590
C -1.585 -0.694 -1.229
C -0.119 -1.277 0.820
C 0.218 1.721 0.557
N -0.912 1.935 0.736
H 2.120 2.206 -0.219
H 2.091 1.438 1.405
H 2.047 0.487 -0.052
H -2.091 -1.656 -1.115
H -1.445 -0.448 -2.284
H -2.174 0.092 -0.743
H -0.579 -0.569 1.521
H 0.924 -1.435 1.108
H -0.671 -2.220 0.894

---

# 18
16
Properties=species:S:1:pos:R:3 method="wB97M-V/def2-TZVPD" de_lowest_kj_mol=353.1 orbital_gap_ha=0.34434 e_lumo_ha=0.0258 e_homo_ev=-8.7
C 1.944 0.130 -0.256
C 0.630 -0.037 0.526
C -0.492 -0.853 -0.086
O -0.176 -2.205 -0.154
C -1.784 -0.608 -0.368
C -2.155 1.999 0.847
N -1.337 2.266 0.041
H 1.860 0.878 -1.058
H 2.742 0.447 0.427
H 2.282 -0.811 -0.710
H 0.249 0.913 0.901
H 0.839 -0.601 1.452
H -0.662 2.072 -0.698
H 0.698 -2.345 0.231
H -2.378 -1.513 -0.294
H -2.258 0.267 -0.802

---

# 19
16
Properties=species:S:1:pos:R:3 method="wB97M-V/def2-TZVPD" smiles="C=NC[C@H](C)C=O" de_lowest_kj_mol=175.9 orbital_gap_ha=0.38363 e_lumo_ha=0.0338 e_homo_ev=-9.5
C -1.549 -0.207 1.397
C -0.269 -0.548 0.625
C -0.170 0.231 -0.683
N 1.154 0.039 -1.266
C 1.338 0.420 -2.456
C 0.926 -0.223 1.501
O 1.423 -0.997 2.281
H -1.576 0.857 1.662
H -1.608 -0.789 2.321
H -2.438 -0.424 0.795
H -0.233 -1.625 0.426
H -0.972 -0.070 -1.373
H -0.312 1.302 -0.476
H 1.299 0.823 1.418
H 2.326 0.304 -2.904
H 0.556 0.876 -3.080

---

# 20
16
Properties=species:S:1:pos:R:3 method="wB97M-V/def2-TZVPD" smiles=C[C@H]1N[C@H]1[C@H]1CO1 de_lowest_kj_mol=632.2 orbital_gap_ha=0.33297 e_lumo_ha=0.0379 e_homo_ev=-8.0
C 1.297 0.073 -1.301
C 1.829 0.411 0.312
N 0.826 0.524 1.348
C 0.345 -0.448 0.485
C -1.054 -0.255 -0.052
C -2.105 0.142 0.898
O -1.568 1.063 -0.047
H 0.873 -0.854 -1.780
H 2.310 0.115 -1.638
H 0.714 0.899 -1.703
H 2.562 -0.358 0.603
H 0.299 1.376 1.192
H 0.572 -1.475 0.728
H -1.352 -0.860 -0.909
H -3.139 -0.161 0.724
H -1.833 0.335 1.935